Record 1
ORCA calculation (ωB97M-V/def2-TZVPD) on 9 unconnected molecules or ions with the total composition C6H30O9.

Structure (XYZ):
```
45
Properties=species:S:1:pos:R:3:forces:R:3
C 24.53744 -14.10807 -32.96523 -0.1 0.3 0.8
C 24.83410 -15.19269 -31.92930 -0.7 1.4 -0.7
O 24.48324 -16.41908 -32.53588 0.3 -0.7 0.6
H 24.49269 -13.12965 -32.48765 0.3 0.0 -0.1
H 23.53581 -14.25886 -33.36981 0.1 -0.2 -0.3
H 25.31353 -14.08710 -33.72866 -0.3 0.0 -0.2
H 24.19602 -15.05224 -31.05627 0.1 0.1 0.1
H 25.87107 -15.09010 -31.60795 0.1 -0.6 -0.1
H 23.98713 -16.90039 -31.86344 0.0 -0.4 0.1
C 28.56054 -20.42839 -32.97619 0.0 -0.8 0.7
C 27.28954 -19.68279 -32.61307 -0.3 0.0 -0.8
O 27.50938 -18.30886 -32.85093 -0.1 0.5 0.1
H 29.45018 -20.09021 -32.44357 -0.2 0.3 0.2
H 28.81070 -20.40400 -34.03604 -0.4 0.2 0.0
H 28.44653 -21.47473 -32.68706 0.0 -0.1 -0.1
H 26.86633 -19.79699 -31.61172 0.7 -0.5 0.5
H 26.45521 -20.01242 -33.23663 0.1 -0.2 -0.4
H 26.64086 -17.94502 -33.04786 0.0 0.5 -0.2
C 21.35770 -15.61078 -30.44842 0.9 -1.1 -0.6
C 21.63972 -17.14607 -30.39715 -0.8 1.6 -0.8
O 23.01904 -17.41934 -30.29756 0.4 -0.3 0.9
H 20.29929 -15.44074 -30.64160 0.0 0.2 0.2
H 21.94080 -15.28517 -31.31092 -0.2 0.4 -0.1
H 21.74960 -15.05930 -29.59417 -0.3 -0.1 0.2
H 21.41855 -17.52566 -31.39515 -0.7 -0.2 0.2
H 21.01103 -17.59198 -29.62646 0.3 -0.5 0.0
H 23.22633 -17.58798 -29.37491 0.3 0.0 0.0
O 24.77294 -17.62767 -34.91426 0.2 -0.5 -0.1
H 24.56840 -17.26874 -34.04276 0.0 0.2 0.0
H 24.32440 -17.04079 -35.52851 -0.1 0.0 -0.2
O 22.90365 -15.80709 -36.26122 -0.1 -0.1 0.0
H 22.66497 -15.11100 -36.87659 0.0 0.1 -0.2
H 22.76980 -15.41905 -35.39337 0.0 0.1 0.2
O 26.37014 -11.52720 -32.84084 0.0 0.3 -0.3
H 26.20195 -11.56017 -31.89398 0.1 -0.2 0.3
H 27.25971 -11.87096 -32.93929 0.1 0.0 0.0
O 26.41751 -14.92797 -28.91376 -0.2 0.5 0.2
H 25.79869 -15.37506 -28.33392 -0.1 0.0 0.1
H 26.83487 -15.63137 -29.42361 0.3 -0.4 -0.2
O 27.94671 -16.92038 -30.22227 0.0 0.2 0.4
H 28.63829 -16.41138 -30.65029 0.1 0.0 -0.1
H 27.91815 -17.74499 -30.71442 -0.2 0.0 -0.4
O 26.24475 -12.21777 -30.01829 -0.1 0.4 -0.1
H 26.23680 -13.09866 -29.63159 0.0 -0.6 0.1
H 26.62830 -11.65844 -29.34020 0.0 0.1 0.1
```
Positions in Å, forces in eV/Å.

The value obtained for the HOMO-LUMO gap is 10.230 eV. The structure (SMILES) is CCO.CCO.CCO.O.O.O.O.O.O. Its HOMO energy is -0.371 Ha.


Record 2
ORCA calculation (ωB97M-V/def2-TZVPD) on 2 unconnected molecules or ions with the total composition C5H16N3.

Structure (XYZ):
```
24
Properties=species:S:1:pos:R:3:forces:R:3
C -0.60941 1.65460 -2.41120 -1.6 1.8 -0.9
C 0.46225 2.33517 -1.65400 1.4 3.8 1.9
H -0.20054 0.93596 -3.00844 0.8 -2.2 -1.9
H -1.45505 1.19567 -1.89009 0.4 0.3 0.4
H -1.03638 2.48185 -3.07441 0.2 -1.6 0.5
H 1.52625 2.51390 -1.97179 -0.9 -1.5 -0.7
H 0.60115 2.14421 -0.56619 -0.6 -0.1 -0.7
H 0.16547 3.41894 -1.80474 0.3 -0.7 1.3
C -1.39447 -1.17379 1.15663 3.2 1.0 0.9
C -1.63309 -0.00999 2.07109 -2.4 -3.2 5.0
C 1.12987 -1.54295 0.55721 1.3 -1.1 2.6
N 0.15061 -1.34104 1.46257 -3.1 0.5 1.3
N 0.93428 -1.67070 -0.71578 -2.8 -1.3 -6.4
N 2.40951 -1.31441 0.90682 0.5 -0.8 -4.6
H -1.76846 -2.10502 1.55283 -1.0 0.0 -0.5
H -1.66214 -0.87627 0.13948 0.4 -0.8 0.0
H -1.02792 -0.30756 3.01873 -1.0 1.0 -1.3
H -2.68578 0.01896 2.54875 1.1 0.1 -1.2
H 0.17724 -1.78149 2.43142 0.4 0.4 -2.0
H 0.01861 -1.99011 -1.05766 0.9 0.2 0.6
H 1.48547 -1.38612 -1.54360 0.1 0.4 1.4
H 2.66378 -1.17552 1.76187 1.4 1.0 6.3
H 3.09894 -0.96063 0.27474 0.1 0.4 -0.9
H -1.35019 0.93635 1.81576 0.9 2.3 -1.3
```
Positions in Å, forces in eV/Å.

The value obtained for the HOMO-LUMO gap (alpha / beta) is 4.218 / 9.703 eV. The multiplicity is 2. Its HOMO energy (alpha / beta) is -0.119 / -0.325 Ha. The expectation value of S² is 0.754.


Record 3
ORCA calculation (ωB97M-V/def2-TZVPD) on a molecular structure, C2H8O10Zn.

Structure (XYZ):
```
21
Properties=species:S:1:pos:R:3:forces:R:3
Zn 0.31838 -0.24495 -0.05286 0.3 -0.3 0.1
C 0.26938 -2.29895 1.19614 6.5 -2.8 -2.9
O 0.08938 -2.20995 -0.13486 -2.0 -0.9 -0.3
O 0.89238 -3.36195 1.59414 -2.4 -0.4 0.9
O 0.53338 -1.19095 1.69914 -1.6 1.9 3.1
C 0.35538 2.16705 -0.02286 -3.2 -0.5 3.5
O 0.73538 1.39505 0.99614 1.0 2.0 0.2
O 0.32638 1.47705 -1.08986 0.1 0.6 -3.6
O -0.34862 3.20705 0.24014 1.9 0.1 -1.6
O -0.09762 -1.03795 -2.74786 -0.3 1.1 -1.2
H -1.07362 -1.02995 -2.69986 0.8 0.0 0.2
H 0.14838 -0.18595 -3.20086 -0.5 -1.0 1.0
O -1.38062 1.95905 2.41414 -0.4 -0.1 0.1
H -0.67262 1.80205 1.71414 -0.1 -0.2 1.2
H -1.70662 2.82405 2.15814 0.1 0.1 -0.1
O 2.30638 -0.60595 -0.65686 2.4 0.6 -1.1
H 2.61438 -1.49195 -0.53486 -0.6 -1.4 0.5
H 3.13338 -0.20695 -1.00186 -1.1 0.5 0.3
O -1.78162 -0.30195 0.12214 -0.9 2.6 -3.0
H -2.29462 0.15305 -0.61686 1.0 -0.8 1.8
H -2.36662 -0.81695 0.62514 -1.0 -1.1 1.1
```
Positions in Å, forces in eV/Å.

As for the charge: -2. The value obtained for the HOMO-LUMO gap is 4.987 eV. Its HOMO energy is 0.005 Ha.


Record 4
ORCA calculation (ωB97M-V/def2-TZVPD) on a molecular structure, C36H37BN13OTeTi.

Structure (XYZ):
```
90
Properties=species:S:1:pos:R:3:forces:R:3
Ti 1.06899 0.65516 0.48438 0.0 -2.5 2.3
C 4.41332 0.03852 3.09437 0.0 0.1 0.0
C 3.80098 0.69841 2.03767 0.0 -0.1 0.2
N 2.69096 0.04775 1.66287 0.5 -0.1 0.4
N 2.59685 -1.05350 2.45290 0.1 -0.1 -0.1
C 3.60877 -1.06408 3.32879 -0.1 0.1 0.1
B 1.50236 -2.09786 2.06699 -0.3 -0.1 -0.3
N 1.55964 -2.24310 0.50247 -0.1 0.0 0.1
C 1.95201 -3.31500 -0.19438 0.0 -0.1 -0.1
C 1.85944 -3.02630 -1.54563 0.0 0.0 0.0
C 1.39632 -1.72005 -1.58849 0.0 -0.1 0.1
N 1.20802 -1.24700 -0.34902 0.3 -0.4 -0.4
N 0.12361 -1.47631 2.42287 0.0 -0.2 0.0
C -0.77703 -1.82584 3.35019 -0.1 0.0 0.0
C -1.83776 -0.94080 3.28741 0.0 0.1 0.1
C -1.49763 -0.05888 2.27669 0.0 0.0 0.1
N -0.30546 -0.37093 1.75489 -0.1 -0.1 0.5
N 1.69575 -3.45413 2.67463 0.2 0.1 0.3
C 2.83725 -4.12043 3.02884 0.0 0.1 -0.1
C 2.48458 -5.37780 3.42323 -0.1 -0.2 0.0
C 1.08160 -5.41551 3.26390 0.1 0.0 -0.1
N 0.61676 -4.27150 2.80305 0.0 -0.1 0.0
H 5.31652 0.31469 3.61090 0.0 0.0 0.0
H 4.13355 1.57995 1.51379 -0.1 0.1 0.0
H 3.69053 -1.82225 4.08973 0.0 0.0 -0.1
H 2.28848 -4.21349 0.29888 -0.1 0.0 0.0
H 2.10241 -3.66860 -2.37415 0.0 0.0 0.0
H 1.19318 -1.11940 -2.45977 0.0 0.1 0.0
H -0.62924 -2.68575 3.97830 0.0 0.0 -0.1
H -2.72494 -0.93780 3.89682 0.0 0.0 -0.1
H -2.07559 0.77211 1.90757 0.0 0.0 -0.1
H 3.81367 -3.67128 2.94790 0.0 0.0 0.0
H 3.13278 -6.16314 3.77452 0.0 0.0 0.0
H 0.40309 -6.23140 3.46109 0.0 0.0 0.0
N -0.33858 3.52821 3.27808 0.0 0.1 0.1
C 0.66460 2.68804 3.04863 0.2 0.0 0.2
N 0.53261 2.20323 1.83204 -0.6 0.6 -0.3
C -0.61566 2.79708 1.35962 0.3 0.1 0.3
N -1.16061 3.61006 2.21990 -0.3 0.1 -0.1
C -1.10813 2.46391 0.02749 -0.3 -0.1 -0.3
C -2.15372 3.13034 -0.59477 0.0 0.1 0.3
N -2.52464 2.85201 -1.83690 0.0 0.0 0.0
C -1.85219 1.90270 -2.46787 -0.1 0.1 0.0
C -0.84013 1.19136 -1.84332 0.2 -0.4 0.0
N -0.46994 1.44480 -0.58673 -1.6 1.4 -0.9
H -0.53722 4.06719 4.10881 0.0 0.0 0.0
H 1.45881 2.46780 3.74540 -0.1 0.0 0.0
H -2.69206 3.90700 -0.06223 0.0 0.0 0.0
H -2.13249 1.69466 -3.49311 0.0 -0.1 0.0
H -0.32010 0.40065 -2.36214 -0.1 -0.1 0.0
C -1.87605 -3.96072 -1.06564 0.2 -0.1 0.1
Te -2.13886 -1.85323 -0.75269 -0.5 -0.4 -0.3
C -4.12339 -2.17613 -1.51140 -0.2 0.2 0.0
C -4.23177 -3.63437 -1.87809 0.1 0.0 0.0
C -5.41056 -4.13562 -2.42750 0.0 0.0 0.0
C -5.50616 -5.47125 -2.77588 -0.1 0.1 0.0
C -4.42489 -6.31958 -2.57848 0.1 -0.1 0.0
C -3.25416 -5.83050 -2.02663 0.0 0.0 0.0
C -3.15161 -4.48622 -1.67225 -0.1 0.1 0.0
H -1.66297 -4.43123 -0.10649 0.0 0.0 0.0
H -1.02052 -4.12874 -1.71846 0.0 0.0 0.0
H -4.29896 -1.53660 -2.37538 0.1 0.0 0.0
H -4.85398 -1.90348 -0.75103 0.1 0.0 0.1
H -6.25251 -3.47028 -2.58097 0.0 0.0 0.0
H -6.42456 -5.85158 -3.20334 0.0 0.0 0.0
H -4.49377 -7.36383 -2.85390 0.0 0.0 0.0
H -2.40874 -6.49027 -1.86707 0.0 0.0 0.0
C -0.72262 7.00801 -1.57837 0.1 0.0 0.0
C 0.16899 5.80600 -1.61710 0.1 0.0 0.0
C 0.95425 5.44845 -0.51544 -0.1 0.0 0.0
C 1.74378 4.31931 -0.52499 0.0 -0.2 0.1
C 2.73407 4.09313 0.59427 -0.1 0.0 -0.2
C 1.72751 3.48895 -1.67926 0.1 0.4 0.3
C 2.32742 2.19519 -1.69257 0.1 0.0 -0.5
O 2.24224 1.35543 -0.76452 1.9 1.7 -1.7
C 1.05651 3.91474 -2.85378 0.2 -0.2 -0.2
C 1.15580 3.15618 -4.15602 0.0 0.1 0.1
C 0.27404 5.04915 -2.78511 -0.2 0.1 0.0
H -0.82269 7.40418 -0.56994 0.0 0.0 0.0
H -1.71193 6.76378 -1.96807 0.0 0.0 0.0
H -0.31379 7.79598 -2.21522 0.0 0.0 0.0
H 0.95991 6.09094 0.35814 0.0 0.0 0.0
H 2.70768 4.92880 1.29126 0.0 0.0 0.0
H 2.54526 3.17893 1.14525 0.1 0.0 0.0
H 3.74436 4.03788 0.18529 0.0 0.0 0.0
H 2.84785 1.86646 -2.59573 -0.1 -0.1 -0.1
H 1.09068 2.07575 -4.02944 0.0 0.0 -0.1
H 2.10922 3.38042 -4.64157 0.0 0.0 0.0
H 0.36533 3.46461 -4.83726 0.0 0.0 0.0
H -0.28473 5.35785 -3.66177 0.0 0.0 0.0
```
Positions in Å, forces in eV/Å.

As for the charge: +2. The value obtained for the HOMO-LUMO gap (alpha / beta) is 4.918 / 4.943 eV. The multiplicity is 2. Its HOMO energy (alpha / beta) is -0.437 / -0.436 Ha. The expectation value of S² is 0.753.


Sequential energy output: -923.726835 -364.180779 -2612.770033 -3323.157336 a.u.
Sequential ΔE to the lowest compared entry with this formula, charge and spin output: 201.2 281.9 44.1 137.2 kJ/mol
Sequential max |F| output: 0.0378 0.1387 0.1482 0.0667 hartree/bohr